17
Properties=species:S:1:pos:R:3:forces:R:3:lowdin_charge:R:1 method="wB97M-V/def2-TZVPD" total_charge=+1 lumo_ev=-5.0 gap_ev=9.0970
C -0.7928 -1.6817 0.7018 0.8 0.2 -0.8 0.1963
N -0.3008 -0.4963 0.4193 -3.1 -4.6 1.9 -0.1782
C -0.3731 -0.0849 -0.8997 0.3 -0.6 -2.8 -0.0504
C 0.3229 0.9812 -1.2890 -1.5 -1.0 -1.7 -0.0507
C 0.4409 1.3801 -2.7062 0.3 -0.3 -1.0 -0.0546
O -0.0321 0.3703 1.3550 1.3 1.7 2.9 -0.0508
C 0.2858 -0.0979 2.7992 0.4 -1.1 0.4 0.0511
H -0.9779 -2.1105 1.6552 0.3 0.6 1.1 0.1028
H -0.9974 -2.4109 -0.0750 0.1 0.7 -0.4 0.1207
H -0.9221 -0.8679 -1.5757 1.3 1.9 1.3 0.1886
H 0.7000 1.5798 -0.5581 1.4 1.5 2.0 0.0934
H 1.3047 2.0085 -3.0207 -0.9 0.0 0.8 0.1080
H 0.6114 0.4649 -3.2414 0.1 -0.6 -0.5 0.0759
H -0.5260 1.7004 -3.1139 0.3 0.5 0.2 0.1049
H 0.9601 0.6487 3.3318 -1.4 -0.3 -1.3 0.1226
H 0.9272 -1.0181 2.7882 -0.6 0.6 -0.6 0.1012
H -0.6309 -0.3657 3.4292 1.0 0.8 -1.4 0.1194

***

17
Properties=species:S:1:pos:R:3:forces:R:3:lowdin_charge:R:1 method="wB97M-V/def2-TZVPD" total_charge=+1 lumo_ev=-5.2 gap_ev=9.6694
C 1.3667 1.3871 -0.3015 0.6 0.7 0.3 0.0800
C -1.3907 -0.6563 -1.2479 -0.3 0.4 -0.3 -0.1394
C -0.4372 -1.1138 -0.5328 1.6 1.2 1.0 0.2648
C -2.4018 -1.6298 -1.8086 0.0 -0.2 0.0 -0.0387
C 1.6843 1.0819 2.4699 0.2 0.5 0.2 -0.0345
N 1.0053 0.3618 0.3290 -2.4 -1.8 -1.8 -0.0630
O 1.1328 0.0851 1.6109 0.0 -0.4 0.4 -0.1144
H 1.9160 2.2075 0.1482 0.0 -0.1 0.2 0.1015
H 1.1508 1.4474 -1.3539 -0.1 -0.2 -0.2 0.0988
H -1.5515 0.3801 -1.5020 0.2 0.2 0.1 0.1357
H 0.0487 -1.9369 -0.0658 0.3 -0.2 0.2 0.1043
H -2.3750 -1.5640 -2.8950 0.0 0.0 0.0 0.1003
H -2.2005 -2.6520 -1.5043 0.0 -0.1 0.0 0.0910
H -3.3880 -1.3331 -1.4578 0.0 0.0 0.0 0.1001
H 1.0774 1.9902 2.4448 0.0 0.0 0.0 0.1042
H 2.7190 1.3065 2.2053 0.0 0.0 0.0 0.1015
H 1.6436 0.6386 3.4615 0.0 0.0 -0.1 0.1079

***

17
Properties=species:S:1:pos:R:3:forces:R:3:lowdin_charge:R:1 method="wB97M-V/def2-TZVPD" total_charge=+1 lumo_ev=-3.6 gap_ev=9.7026
C -0.0314 -1.7549 2.0281 0.4 0.3 -0.7 0.0619
C -0.1916 -1.4907 0.7280 -0.7 -1.6 -1.0 -0.2206
C -0.9164 -0.3150 0.1391 1.7 2.2 1.0 -0.1317
C -0.1018 0.3951 -0.9763 0.7 -0.5 -0.7 -0.2242
N -0.3320 1.8944 -1.1064 1.8 -1.0 0.2 0.2284
C 1.3708 0.2546 -0.5889 0.3 0.2 0.9 -0.1888
O 1.9418 1.1908 -0.0943 0.0 0.4 -0.4 0.0962
H 0.2428 -0.9502 2.6999 -1.1 0.0 0.5 0.0785
H -0.0692 -2.7836 2.3731 1.0 0.1 0.0 0.0797
H 0.0054 -2.2678 -0.0268 -0.7 -0.3 0.6 0.1181
H -0.8688 0.4269 0.9771 -0.7 -0.2 -0.5 0.1362
H -1.9474 -0.5433 -0.1346 0.2 0.0 0.0 0.1352
H -0.2136 0.0203 -2.0034 -0.3 -0.3 0.4 0.1653
H -0.7016 2.0433 -2.0430 -1.2 0.8 0.6 0.1802
H -0.6795 2.2634 -0.2204 -1.2 0.4 -0.6 0.1780
H 0.6111 2.3284 -1.1210 0.1 -0.3 0.1 0.1585
H 1.8815 -0.7116 -0.6303 -0.3 -0.2 -0.4 0.1489